No. 1
37
Properties=species:S:1:pos:R:3:forces:R:3:lowdin_spin:R:1 method="wB97M-V/def2-TZVPD" spin_multiplicity=8 total_charge=+4 e_above_lowest_kj_mol=0.00 gap_ha="0.2413 / 0.1760" energy_ha=-2064.95894 s_squared=15.7976
Au -0.619 -1.866 -0.507 0.399 0.325 -0.987 0.531
I 3.043 -1.729 -0.319 0.523 0.216 -0.226 1.568
I 2.699 1.956 0.444 1.099 0.680 -0.757 1.156
Ru 0.153 1.245 0.477 3.178 -1.850 -0.315 1.401
S 0.648 -0.129 -1.418 0.349 -0.811 0.912 0.376
O -1.199 3.279 -1.319 2.853 -3.466 3.115 0.007
O -1.701 -3.145 2.123 2.639 1.446 -4.494 0.020
O -2.445 -4.422 -0.997 3.876 4.839 1.694 0.015
O -1.659 2.569 2.438 2.718 -2.377 -3.423 0.048
C 0.539 0.119 4.999 -0.904 1.492 0.522 0.207
C -1.674 0.032 -2.846 0.116 0.238 0.097 0.036
C 1.319 1.678 3.324 -0.705 0.404 1.567 0.240
C 0.789 1.452 4.601 0.370 0.251 0.474 0.007
C 0.340 -1.247 -3.743 0.162 0.216 -0.245 0.021
C -0.180 -0.001 -3.051 0.154 0.287 -0.892 0.060
C -1.135 -2.773 1.178 -2.418 -1.105 7.458 0.181
C -0.619 2.497 -0.667 -3.804 5.089 -4.462 0.042
C -0.982 2.022 1.656 -5.249 3.826 5.769 0.081
C -1.750 -3.522 -0.735 -5.174 -6.322 -3.746 0.162
C 1.062 0.696 2.369 0.564 -1.189 -0.569 0.469
C 1.074 -0.635 2.755 -0.511 -0.683 0.439 0.080
C 0.347 1.276 -3.699 0.231 0.065 0.264 0.014
C 0.750 -0.927 4.093 0.572 -1.215 -1.846 0.199
H 1.879 2.557 3.010 -0.446 0.426 0.551 0.027
H -2.138 -0.056 -3.825 -0.268 0.022 -0.043 0.005
H 0.120 -0.110 5.989 0.492 0.233 -0.262 0.007
H 0.644 2.289 5.299 0.363 -0.472 -0.151 -0.002
H 1.252 -1.397 1.994 -0.403 -0.072 0.507 0.003
H 1.444 1.301 -3.687 -0.209 -0.027 -0.289 0.002
H -0.009 1.266 -4.734 0.133 0.181 0.038 0.006
H 0.597 -1.980 4.348 0.109 0.410 0.314 0.008
H -2.010 -0.787 -2.208 -0.324 -0.318 -0.117 0.009
H 0.026 -2.156 -3.236 -0.241 -0.305 -0.029 0.008
H -0.030 -1.247 -4.762 -0.068 -0.186 -0.248 0.001
H -1.986 0.959 -2.368 -0.198 0.015 -0.136 0.003
H -0.019 2.181 -3.200 -0.014 -0.244 -0.316 0.000
H 1.430 -1.247 -3.773 0.036 -0.018 -0.167 0.002

No. 2
46
Properties=species:S:1:pos:R:3:forces:R:3:lowdin_spin:R:1 method="wB97M-V/def2-TZVPD" spin_multiplicity=5 e_above_lowest_kj_mol=296.49 gap_ha="0.2341 / 0.2795" energy_ha=-2913.75243 s_squared=6.0616
Cr 0.962 0.379 0.367 -3.027 -3.437 4.253 3.466
F -0.576 -3.932 1.347 -0.614 0.216 0.123 0.000
F -2.250 -2.854 0.463 0.265 -0.404 0.697 0.000
F -0.593 -3.188 4.224 0.506 0.870 -0.430 0.000
F -3.384 -0.994 1.927 0.515 -0.125 0.706 0.000
F -0.014 -1.054 4.321 -0.203 -0.896 -0.378 0.000
F -2.109 0.237 3.184 -0.269 -0.769 -0.104 0.001
F -2.872 -1.672 3.969 0.224 0.702 -0.969 0.001
F -2.491 -3.795 2.440 0.770 0.455 -0.941 0.000
F 1.089 -2.410 3.029 -0.759 -0.079 0.449 0.005
O -0.471 -1.012 1.365 0.383 0.183 -0.561 0.046
N 2.202 1.003 -0.817 3.667 1.420 -2.995 0.033
N 0.284 -0.863 -1.371 -1.429 -2.436 -1.093 0.056
N -0.505 1.443 -0.328 -2.312 2.233 -1.175 0.028
N 1.844 1.441 -2.087 1.007 0.475 0.846 0.017
N 0.094 -0.193 -2.576 0.678 -1.434 -0.150 0.015
N -0.545 1.919 -1.628 -0.193 0.017 1.365 0.010
C -0.495 -1.043 -3.440 0.704 -0.497 1.289 0.038
C -2.084 3.013 -0.471 -0.051 -0.085 0.239 0.005
C 4.010 1.861 -1.823 -0.684 -0.109 -0.301 0.011
C -0.155 -2.125 3.496 0.465 0.273 -0.127 0.001
C -1.081 -1.757 2.263 -0.842 -0.167 0.588 0.004
C -1.490 2.858 -1.710 -0.200 -0.084 0.766 0.017
C -1.447 2.097 0.369 0.751 -0.121 -0.615 0.025
C -1.625 -3.112 1.641 0.014 -0.034 -0.007 0.000
C -0.641 -2.302 -2.819 -0.107 -0.053 0.030 0.003
C 2.914 2.001 -2.659 0.281 -1.024 1.268 0.039
C -2.393 -1.048 2.851 0.266 0.339 0.248 0.002
C 3.547 1.213 -0.697 -1.801 0.626 -0.450 0.064
C 1.118 1.463 2.058 1.492 0.036 -0.456 -0.055
C -0.165 -2.145 -1.527 -0.753 0.468 -0.747 0.034
B 0.418 1.324 -2.665 -0.357 0.082 1.139 0.004
H -1.538 1.906 1.443 -0.193 0.060 -0.728 0.001
H 1.723 0.786 2.698 -0.468 0.669 0.132 0.014
H -1.684 3.350 -2.624 -0.140 0.405 -0.737 0.002
H -2.846 3.699 -0.163 -0.226 0.156 -0.189 0.000
H -0.111 -2.809 -0.662 0.054 0.184 -0.540 0.002
H 2.840 2.402 -3.614 -0.078 0.642 -1.457 0.003
H 0.258 1.805 -3.760 0.228 -0.295 0.247 0.000
H 0.118 1.721 2.471 1.096 0.009 -0.123 -0.003
H -0.724 -0.730 -4.450 -0.093 0.096 0.223 0.003
H -1.019 -3.235 -3.234 0.012 0.567 0.051 0.000
H 1.775 2.288 1.656 -0.880 -0.207 1.056 0.008
H 4.058 1.030 0.223 0.023 -0.352 0.297 0.008
H 1.062 -1.138 -0.664 1.272 1.056 -0.552 0.091
H 4.992 2.172 -2.019 1.004 0.368 -0.188 0.000

No. 3
46
Properties=species:S:1:pos:R:3:forces:R:3:lowdin_spin:R:1 method="wB97M-V/def2-TZVPD" spin_multiplicity=4 total_charge=+2 gap_ha="0.2970 / 0.1612" energy_ha=-1949.46629 s_squared=3.7730
Tc -0.230 -0.104 0.062 -0.083 0.025 -0.394 1.736
F -0.755 -0.863 5.489 -0.001 -0.080 -2.231 -0.001
F 0.316 2.430 3.258 -0.571 -0.884 0.155 0.000
F -2.095 -0.837 3.737 0.954 -0.061 0.407 0.000
F -0.428 1.538 5.127 0.026 -0.059 -2.214 0.001
F 2.365 0.707 3.248 -0.776 -0.795 0.356 0.000
F -0.440 -2.247 3.816 -0.174 1.020 0.260 0.000
F 1.646 -0.171 5.147 -0.109 -0.008 -2.144 0.001
F -1.716 1.615 3.329 1.261 -0.070 0.210 0.000
F 1.941 -1.440 3.359 -0.278 1.134 0.291 0.000
O -0.061 -0.278 1.961 -0.486 0.575 -0.860 0.068
N 1.314 -0.775 -1.036 1.524 -0.224 -1.715 0.010
N 0.565 1.967 -2.090 -0.155 -0.368 1.637 0.025
N 0.165 1.688 -0.747 0.589 1.454 -0.622 0.020
N -1.270 -0.165 -2.243 -2.832 -1.718 0.234 0.128
N 1.559 -0.313 -2.377 -0.436 -0.118 1.786 0.025
N -0.575 0.298 -3.354 -1.847 -0.444 -2.132 0.195
C 0.071 0.022 3.307 0.405 -0.092 1.525 0.007
C -2.516 -0.421 -4.114 -0.757 -0.229 -0.571 0.408
C -2.187 -2.936 1.417 -0.694 -0.148 -0.272 0.010
C 3.070 -1.888 -1.960 -0.472 0.224 0.472 0.020
C 2.279 -1.719 -0.800 -0.255 0.784 -1.649 0.016
C 0.711 3.289 -2.240 -0.060 -0.835 0.770 0.036
C -0.442 1.417 3.764 -0.430 1.714 0.751 0.002
C -0.797 -0.974 4.128 -1.640 -2.097 0.916 -0.001
C 1.523 -0.218 3.783 1.888 -0.029 0.847 0.002
C -2.452 -0.630 -2.706 2.600 0.979 1.500 0.114
C 2.565 -0.999 -2.902 -0.040 -0.157 0.741 0.024
C -1.309 0.171 -4.474 2.627 0.799 1.433 0.065
C 0.467 3.900 -1.016 -0.026 0.233 0.362 0.026
C 0.148 2.889 -0.099 0.268 -0.283 -1.670 0.025
B 0.842 0.839 -3.088 -0.110 0.226 0.551 0.008
H 2.810 -0.735 -3.916 0.461 -0.354 -0.063 0.001
H -0.048 2.933 0.962 -0.123 0.082 -0.064 0.000
H -1.213 -3.404 1.278 0.085 0.213 0.043 0.000
H -2.164 -1.823 1.307 0.039 -0.687 0.194 0.007
H 2.367 -2.187 0.166 -0.095 -0.101 0.066 0.000
H 1.329 1.192 -4.134 0.017 -0.123 0.510 0.000
H -3.193 -1.091 -2.084 -0.144 -0.048 0.324 0.002
H -2.875 -3.358 0.662 0.297 0.258 0.361 0.000
H 0.544 4.958 -0.820 -0.041 -0.090 0.089 0.001
H 3.910 -2.539 -2.125 -0.002 -0.112 0.255 0.001
H -2.569 -3.209 2.421 0.264 0.405 -0.607 0.001
H 1.020 3.642 -3.214 -0.056 0.329 0.193 0.001
H -0.870 0.498 -5.411 -0.375 -0.138 0.033 -0.001
H -3.320 -0.669 -4.780 -0.239 -0.100 -0.065 0.016

No. 4
41
Properties=species:S:1:pos:R:3:forces:R:3:lowdin_charge:R:1 method="wB97M-V/def2-TZVPD" total_charge=+3 gap_ha=0.2444 energy_ha=-4488.02206
Hf -0.212 1.002 0.209 -1.005 -0.437 0.046 1.398
I -2.298 -0.602 -0.561 -0.107 -0.640 0.092 0.834
Te -0.520 3.202 -1.773 0.846 0.323 -0.306 1.909
Br -5.110 1.142 1.223 0.057 0.021 0.008 0.860
F -0.464 4.966 -1.406 -0.285 0.138 0.020 -0.245
F 0.604 3.459 -3.160 0.060 -0.039 -0.129 -0.239
F 1.066 2.791 -0.685 0.200 0.204 0.189 -0.394
F -0.093 1.278 -2.005 -0.457 0.101 -0.063 -0.452
F -1.945 2.990 -2.857 -0.265 0.218 0.006 -0.250
O 1.603 0.183 0.262 0.476 0.219 0.087 -0.138
O -1.309 2.677 -0.189 0.086 -0.157 -0.222 -0.621
N -0.237 0.693 2.397 0.018 0.178 0.183 -0.067
N 2.863 1.414 1.637 0.174 0.039 0.065 0.157
C 3.988 -0.154 0.148 -0.047 -0.020 0.032 0.074
C -4.910 -0.681 -1.040 0.804 0.168 0.137 -0.230
C 1.749 2.138 2.278 0.004 -0.201 0.117 -0.063
C -6.998 -0.160 -0.512 0.009 0.086 0.119 -0.046
C -7.379 -0.976 -1.566 0.039 0.014 0.020 -0.014
C -0.997 -0.310 4.429 -0.010 -0.006 -0.009 0.021
C -6.440 -1.637 -2.342 0.122 -0.086 -0.096 0.002
C 0.952 1.088 4.430 0.028 -0.034 -0.003 0.045
C 2.779 0.503 0.697 -0.008 -0.032 -0.041 -0.377
C 0.044 0.286 5.121 0.003 0.010 0.031 0.047
C -5.639 0.046 -0.173 -0.396 -0.139 -0.198 -0.720
C -1.113 -0.082 3.074 -0.016 0.057 -0.005 -0.082
C 0.798 1.264 3.076 0.012 -0.005 -0.055 -0.230
C -5.056 -1.500 -2.089 -0.440 0.019 0.063 -0.063
H 1.203 2.755 1.551 0.158 -0.014 -0.097 0.109
H 4.443 -0.780 0.921 0.009 -0.006 -0.009 0.129
H -4.297 -2.011 -2.661 0.016 0.016 -0.015 0.131
H -6.726 -2.284 -3.162 -0.028 0.012 0.007 0.144
H -7.730 0.358 0.097 -0.014 -0.010 -0.020 0.137
H 1.763 1.577 4.952 0.006 -0.013 0.004 0.145
H -1.721 -0.938 4.930 -0.002 0.004 0.002 0.141
H 3.720 -0.775 -0.702 0.006 0.004 -0.005 0.115
H -8.431 -1.097 -1.781 -0.001 -0.002 -0.001 0.142
H 3.797 1.656 1.950 -0.004 -0.014 0.014 0.191
H -1.920 -0.515 2.499 -0.006 -0.004 0.016 0.071
H 2.211 2.863 2.944 -0.059 0.044 0.008 0.160
H 0.151 0.141 6.188 0.004 -0.006 0.000 0.147
H 4.722 0.596 -0.152 0.015 -0.009 0.008 0.125

No. 5
35
Properties=species:S:1:pos:R:3:forces:R:3:lowdin_charge:R:1 method="wB97M-V/def2-TZVPD" gap_ha=0.2883 energy_ha=-1750.38400
Ce -0.269 -0.154 -1.539 -0.704 -0.619 0.216 1.297
S 1.392 1.312 1.970 -1.108 -1.004 -1.038 0.694
O -1.067 -1.156 0.496 0.621 0.683 1.470 -0.106
O 2.772 0.906 1.977 -0.555 0.268 0.121 -0.279
O 1.049 2.704 1.823 0.232 -0.664 0.298 -0.286
N -1.474 -1.542 -2.647 -0.210 0.475 0.824 -0.199
N 0.535 0.419 0.802 0.412 0.239 0.083 -0.135
C -1.184 -0.952 4.968 0.168 0.179 0.049 -0.054
C -1.104 1.921 -2.926 0.949 -0.160 -0.223 -0.191
C -0.243 -0.049 5.493 -0.076 -0.124 -0.323 -0.052
C 1.072 -1.751 -2.469 0.419 0.578 0.157 -0.249
C -0.430 -0.401 2.765 -0.571 -0.323 0.548 -0.139
C 0.590 0.700 4.651 -0.158 -0.172 -0.213 -0.023
C 0.473 0.509 3.278 0.215 0.246 1.086 -0.201
C -1.290 -1.122 3.592 0.165 0.032 -0.270 0.010
C 0.974 1.080 -3.551 -0.753 0.533 0.074 -0.178
C -0.255 -2.350 -2.907 -0.397 -2.110 -1.050 -0.381
C 1.172 1.953 -2.434 -0.853 0.121 -0.345 -0.162
C -0.363 -0.440 1.302 0.256 0.302 -1.466 -0.481
C -0.432 1.051 -3.856 0.584 0.861 0.213 -0.180
C -0.112 2.471 -2.044 0.382 -0.240 -0.684 -0.184
H 1.755 0.523 -4.070 -0.357 0.336 0.167 0.110
H -2.181 2.111 -2.899 0.484 -0.068 0.028 0.117
H -2.328 -2.036 -2.914 0.576 0.257 0.035 0.075
H 1.541 -2.283 -1.626 0.020 0.073 -0.424 0.072
H -0.373 -3.349 -2.442 -0.013 0.377 -0.092 0.109
H -1.831 -1.525 5.639 0.263 0.272 -0.222 0.112
H -0.201 -2.542 -3.993 0.068 0.153 0.251 0.110
H 1.317 1.409 5.029 -0.122 -0.093 0.136 0.123
H -2.012 -1.792 3.121 0.203 0.109 0.278 0.129
H -0.905 0.470 -4.654 0.239 0.311 0.468 0.119
H 2.136 2.199 -1.975 -0.513 -0.171 -0.127 0.123
H -0.166 0.063 6.570 0.020 0.047 -0.156 0.108
H 1.726 -1.523 -3.313 0.069 -0.370 0.480 0.054
H -0.285 3.165 -1.216 0.048 -0.333 -0.347 0.117

No. 6
35
Properties=species:S:1:pos:R:3:forces:R:3:lowdin_charge:R:1 method="wB97M-V/def2-TZVPD" smiles="O=S(=O)(NCc1ccc(Cl)cc1)NCc1ccccc1F" gap_ha=0.3582 energy_ha=-1760.12690
Cl 4.671 2.446 0.361 0.113 0.184 0.026 0.673
S -0.804 -1.799 0.447 0.022 0.256 -0.330 0.587
F -2.022 1.353 2.238 0.074 -0.025 -0.011 0.061
O -2.050 -1.596 -0.221 0.193 -0.011 -0.165 -0.253
O -0.735 -2.641 1.593 0.289 -0.039 0.286 -0.267
N 0.235 -2.397 -0.690 -0.717 0.108 0.344 -0.116
N -0.112 -0.343 0.905 -0.518 -0.928 0.131 -0.115
C 3.469 0.229 1.320 0.050 0.025 0.002 -0.097
C 3.810 0.957 0.191 -0.148 -0.199 -0.064 -0.680
C -0.356 0.790 0.036 -0.140 0.208 -0.195 -0.164
C -2.595 1.410 1.009 -0.138 0.138 -0.379 -0.225
C 1.585 -2.673 -0.239 0.321 -0.012 0.181 -0.184
C -3.936 1.725 0.925 0.174 -0.056 0.168 -0.002
C -3.769 1.567 -1.459 -0.039 0.017 -0.152 -0.079
C -2.427 1.248 -1.349 -0.031 0.115 0.199 -0.041
C 2.772 -0.683 -1.199 -0.010 -0.137 0.216 -0.049
C 3.468 0.506 -1.073 0.045 0.138 0.028 -0.105
C 2.769 -0.956 1.178 0.211 -0.042 -0.223 -0.044
C -4.526 1.801 -0.324 0.034 -0.023 -0.019 -0.076
C 2.410 -1.423 -0.080 0.337 -0.027 -0.029 -0.241
C -1.811 1.158 -0.109 -0.068 0.292 0.151 -0.178
H 0.172 -1.882 -1.554 -0.148 0.060 -0.244 0.102
H 0.059 0.539 -0.943 0.019 0.226 -0.023 0.113
H 2.048 -3.356 -0.959 -0.088 0.029 0.131 0.130
H -0.347 -0.162 1.869 -0.051 -0.036 0.233 0.106
H 0.210 1.636 0.440 0.032 -0.160 -0.101 0.140
H -4.497 1.902 1.829 -0.039 0.019 0.105 0.119
H 3.747 1.077 -1.945 0.045 0.066 -0.058 0.105
H -1.846 1.056 -2.239 0.084 -0.060 -0.102 0.116
H 3.745 0.590 2.298 0.034 0.058 0.083 0.106
H 2.490 -1.521 2.053 -0.060 -0.059 0.131 0.120
H 1.466 -3.183 0.717 0.264 -0.119 -0.082 0.114
H 2.510 -1.040 -2.186 -0.015 -0.034 -0.149 0.117
H -5.575 2.040 -0.407 -0.089 0.025 -0.002 0.105
H -4.228 1.625 -2.434 -0.044 0.002 -0.088 0.103